# 1
This record from OMol25 describes a 2-piece molecular cluster, CH2F2O2PS overall at a distorted geometry. The level of theory is ωB97M-V/def2-TZVPD.

Element x y z (Å)
F -0.2499 -1.9153 1.0062
C -0.2905 -1.0370 -0.0657
O 0.8527 1.7401 -0.4915
O 2.6324 0.5403 0.7237
S 1.8328 0.6980 -0.4944
P -1.8199 -0.0092 -0.0659
F -0.2266 -1.7873 -1.2024
H -1.2019 1.1306 -0.7338
H -1.5290 0.6398 1.3238

Atomic forces in eV per Å
-0.285 -0.172 -0.133
2.185 1.732 0.276
-0.649 2.083 -0.188
-0.070 0.291 -0.413
-0.242 -2.719 1.041
0.318 1.438 1.653
-0.461 -0.946 -0.690
-0.390 -0.738 0.354
-0.406 -0.969 -1.900

The LUMO energy (alpha / beta) comes out at 3.74 / 3.74 eV. As for the maximum force: 2.92 eV/Å. As for the total charge: -1. As for the multiplicity: 1. For the energy above the lowest of the compared OMol25 structures with the same formula, charge and spin, the calculation gives 119.49 kcal per mole. The HOMO energy (alpha / beta) comes out at -0.0924 / -0.0924 Ha.

=====

# 2
This record from OMol25 describes CH2F3KO4S as an isolated structure at a distorted geometry. The level of theory is ωB97M-V/def2-TZVPD.

Element x y z (Å)
F 0.6893 0.6344 -1.5393
C 1.3049 -0.5332 -1.5572
F 1.5717 -0.9539 -2.8093
S 0.0268 -1.8222 -0.6162
O -0.5548 2.6754 2.4803
H -0.2323 3.4935 2.1022
O 0.3045 -3.1463 -1.1786
O -1.3897 -1.4846 -0.8981
O 0.3151 -1.6613 0.8043
F 2.4133 -0.4342 -0.8934
H 0.2348 2.2140 2.7629
K -4.6838 1.0186 1.3424

Atomic forces in eV per Å
-0.049 1.049 -0.682
-2.831 -2.826 0.721
-0.186 0.665 0.435
-1.425 -1.746 -0.162
-0.438 0.073 0.070
0.099 0.180 -0.122
0.865 1.253 0.213
1.193 1.199 -0.318
0.708 0.527 -0.568
1.375 0.136 0.548
0.195 -0.296 0.006
0.495 -0.215 -0.143

The LUMO energy comes out at -2.17 eV. As for the maximum force: 4.06 eV/Å. As for the multiplicity: 1. For the energy above the lowest of the compared OMol25 structures with the same formula, charge and spin, the calculation gives 40.61 kcal per mole. The HOMO energy comes out at -0.2786 Ha.

=====

# 3
This record from OMol25 describes a 2-piece molecular cluster, CH2F3N overall at a distorted geometry. The level of theory is ωB97M-V/def2-TZVPD.

Element x y z (Å)
H -1.4164 0.4103 0.0235
F -0.8055 -0.4964 -1.7036
N 1.0913 -0.6578 0.5972
F 1.4319 0.3762 1.5338
F 0.3072 -1.4165 1.4350
H 0.0339 1.3178 -1.0301
C -0.6423 0.4665 -0.8557

Atomic forces in eV per Å
1.701 0.455 -1.870
0.170 -0.471 -1.238
-0.643 1.265 1.892
-0.112 -0.890 -1.485
0.243 -0.007 -0.858
-0.500 -0.700 -0.355
-0.859 0.348 3.914

The LUMO energy (alpha / beta) comes out at -0.86 / 0.22 eV. As for the maximum force: 4.02 eV/Å. As for the multiplicity: 1. For the energy above the lowest of the compared OMol25 structures with the same formula, charge and spin, the calculation gives 171.59 kcal per mole. The HOMO energy (alpha / beta) comes out at -0.3197 / -0.3943 Ha.

=====

# 4
This record from OMol25 describes a 2-piece molecular cluster, CH2F3N overall at a distorted geometry. The level of theory is ωB97M-V/def2-TZVPD.

Element x y z (Å)
H 1.9480 0.9103 -2.0819
F -1.4105 0.7557 -0.3656
C -0.4350 -0.5621 1.1293
N -1.0417 0.4852 0.9143
F 1.0410 0.6849 -1.9889
F 0.2179 -1.3274 0.2706
H -0.3197 -0.9466 2.1221

Atomic forces in eV per Å
-0.838 -0.211 0.074
-1.713 -1.330 -0.845
3.583 -11.589 2.856
-2.503 12.359 -1.302
0.858 0.222 -0.077
1.462 0.890 -1.071
-0.849 -0.341 0.364

The LUMO energy (alpha / beta) comes out at 0.80 / -3.40 eV. The expectation value of S² is 2.0069. As for the maximum force: 12.68 eV/Å. As for the multiplicity: 3. For the energy above the lowest of the compared OMol25 structures with the same formula, charge and spin, the calculation gives 11.18 kcal per mole. The HOMO energy (alpha / beta) comes out at -0.2341 / -0.4300 Ha.

=====

# 5
This record from OMol25 describes a 2-piece molecular cluster, CH2F3NO2S overall at a distorted geometry. The level of theory is ωB97M-V/def2-TZVPD.

Element x y z (Å)
H -1.7549 -1.0715 0.8400
H -0.9522 -1.2161 -0.5276
F 3.1780 0.5385 0.3451
S -1.3009 1.0594 -0.0353
O -1.8918 1.6001 1.1504
F 2.4542 -0.8666 -1.1655
O -1.8141 1.5794 -1.2760
F 1.6221 -0.9003 0.8444
N -1.6357 -0.6497 -0.0680
C 2.0952 -0.0733 -0.1074

Atomic forces in eV per Å
-0.114 0.414 0.603
0.604 0.079 -0.794
-0.832 0.194 -0.295
-0.975 -1.065 -0.773
0.173 -0.196 1.129
-0.785 1.364 0.897
0.684 -0.118 -0.558
-0.152 0.955 -0.568
-0.285 0.839 0.373
1.683 -2.466 -0.013

The LUMO energy (alpha / beta) comes out at -2.00 / -2.57 eV. As for the maximum force: 2.99 eV/Å. As for the multiplicity: 1. For the energy above the lowest of the compared OMol25 structures with the same formula, charge and spin, the calculation gives 73.61 kcal per mole. The HOMO energy (alpha / beta) comes out at -0.3737 / -0.4195 Ha.

=====

# 6
This record from OMol25 describes one molecule with the formula CH2F3NS at a distorted geometry. The level of theory is ωB97M-V/def2-TZVPD.

Element x y z (Å)
F 1.7747 0.3254 1.9756
F 1.2394 0.3627 -1.3101
H -2.1013 -0.1290 0.1550
S 0.3336 -0.1274 -0.0195
F 1.1698 -1.5871 -0.0188
H -1.5663 0.1014 -1.5421
C -1.4693 0.4435 -0.5147
N 0.6194 0.6105 1.2745

Atomic forces in eV per Å
0.039 -0.356 -0.487
-0.951 -0.552 1.150
-0.090 -0.159 0.275
-0.963 -0.057 -2.202
-0.947 1.676 0.187
0.132 0.005 -0.253
3.094 -0.907 0.737
-0.314 0.349 0.592

The LUMO energy (alpha / beta) comes out at -1.19 / -1.19 eV. As for the maximum force: 3.31 eV/Å. As for the multiplicity: 1. For the energy above the lowest of the compared OMol25 structures with the same formula, charge and spin, the calculation gives 156.55 kcal per mole. The HOMO energy (alpha / beta) comes out at -0.3644 / -0.3644 Ha.

=====

The lowest maximum force belongs to which entry? CH2F2O2PS

=====

Among the records above, which one has the lowest maximum force? CH2F2O2PS

=====

The highest multiplicity belongs to which entry? number 4